Record 1
Entry from OMol25: a 3-piece molecular cluster, C24H49F2N4O4 overall in a non-equilibrium geometry (wB97M-V/def2-TZVPD).

Properties
**Highest occupied orbital energy**: -10.04 eV
**LUMO energy**: -5.02 eV
**Net charge**: +1
**F_max**: 5.2 eV Å⁻¹
**E**: -1662.83961 Eh
**2S+1**: 1

Last column: Löwdin charge in e.
Geometry (Å):
C -3.98279 1.67547 5.63771  -0.125
C -5.01763 0.54065 5.05979  -0.250
N -4.67145 -0.01202 3.69706  -0.039
C -4.74946 1.02165 2.59679  -0.056
C -3.35330 1.33027 1.72898  0.120
N -3.35909 2.33409 0.56272  -0.076
C -2.02043 2.53507 -0.17785  -0.233
C -0.94372 2.97234 1.02493  -0.038
F -1.57830 1.31345 -0.90517  -0.058
C -4.57425 3.10009 0.08702  0.055
C -6.02324 2.92940 0.85659  0.056
C -6.07969 1.85410 2.12225  -0.047
C -7.52502 1.63513 2.86339  -0.111
C -7.89099 2.89489 3.85887  -0.255
C -6.69204 4.00337 4.02195  -0.078
F -8.25132 2.42366 5.23916  -0.109
H -3.62539 2.46938 4.85585  0.064
H -3.09714 1.15720 6.23511  0.092
H -4.59220 2.28160 6.46644  0.099
H -4.94857 -0.38075 5.81606  0.144
H -6.11148 0.95241 5.16812  0.105
H -3.73262 -0.50265 3.70116  0.136
H -2.36289 0.75839 2.01519  0.144
H -2.14954 3.47973 -0.89548  0.173
H -1.57043 3.52027 1.88033  0.106
H -0.54055 1.96296 1.45877  0.091
H -0.12069 3.71703 0.65334  0.105
H -4.45797 3.82430 -0.85299  0.149
H -7.00155 3.51176 0.51008  0.135
H -8.38786 1.51755 2.06395  0.138
H -7.45793 0.59276 3.43209  0.135
H -8.82187 3.45938 3.38813  0.157
H -5.64440 3.53208 4.34150  0.071
H -6.93686 4.82678 4.84804  0.111
H -6.47266 4.62171 3.02881  0.088
C 4.87411 0.91348 -4.97774  -0.110
O 3.85359 -0.05770 -4.79351  -0.195
C 3.45493 -0.19849 -3.42513  -0.201
C 2.01251 0.30048 -3.23544  -0.196
N 1.93386 1.75863 -3.36904  -0.051
C 0.55852 2.26576 -3.44415  -0.201
C -0.27598 1.85556 -4.67333  -0.217
O 0.20225 2.40257 -5.90456  -0.181
C 1.21589 1.63155 -6.53847  -0.094
H 5.20806 0.86459 -6.01840  0.092
H 4.48958 1.91915 -4.78913  0.077
H 5.73088 0.71053 -4.32847  0.088
H 4.14752 0.30491 -2.73631  0.118
H 3.48597 -1.26851 -3.19645  0.106
H 1.65820 0.00780 -2.24090  0.120
H 1.38893 -0.19633 -3.98442  0.102
H 2.42521 2.04238 -4.21181  0.070
H 0.63025 3.35993 -3.43609  0.116
H 0.02120 1.98071 -2.53127  0.086
H -1.28002 2.27418 -4.53504  0.115
H -0.41319 0.77179 -4.75122  0.110
H 1.10642 0.56032 -6.34717  0.090
H 2.20128 1.97963 -6.22501  0.070
H 1.14093 1.79735 -7.61631  0.091
C 3.65923 -6.60159 1.89650  -0.116
O 4.94132 -5.99194 1.95255  -0.202
C 5.77740 -6.34318 0.84403  -0.202
C 6.02910 -5.11377 -0.04520  -0.204
N 4.81304 -4.72179 -0.76477  -0.055
C 4.92262 -3.41921 -1.43234  -0.197
C 5.09224 -2.17978 -0.53201  -0.214
O 3.94776 -1.89108 0.27463  -0.189
C 3.91002 -2.58587 1.51544  -0.099
H 3.13858 -6.38854 2.83481  0.089
H 3.06875 -6.18575 1.07599  0.075
H 3.74505 -7.68658 1.78588  0.088
H 5.36771 -7.18133 0.26331  0.123
H 6.73401 -6.67169 1.26259  0.120
H 6.81859 -5.34775 -0.76788  0.123
H 6.38092 -4.30412 0.60080  0.100
H 4.03762 -4.68052 -0.10961  0.067
H 4.00164 -3.28963 -2.01321  0.107
H 5.74635 -3.45558 -2.15585  0.121
H 5.21166 -1.31436 -1.19478  0.103
H 6.00258 -2.21750 0.07571  0.111
H 4.90904 -2.77627 1.91770  0.092
H 3.35562 -3.51902 1.40461  0.069
H 3.36358 -1.96693 2.23178  0.084

Record 2
Entry from OMol25: a 3-piece molecular cluster, C24H49FN2O4S overall in a non-equilibrium geometry (wB97M-V/def2-TZVPD).

Properties
**Structure (SMILES)**: CC(=O)N(C)CCCC[C@](F)(S)OC(=O)N(C)C(C)=O.CCCCCC.CCCCCC
**Highest occupied orbital energy**: -9.39 eV
**LUMO energy**: 0.35 eV
**F_max**: 1.3 eV Å⁻¹
**E**: -1852.40607 Eh
**2S+1**: 1

Last column: Löwdin charge in e.
Geometry (Å):
C -3.41176 -4.35982 5.10578  0.007
C -2.37253 -4.99762 4.20715  -0.482
O -1.26852 -5.23534 4.63787  0.036
N -2.67523 -5.27841 2.86538  -0.096
C -4.09168 -5.24406 2.51608  -0.077
C -1.83047 -4.50007 1.93044  -0.165
C -1.02087 -5.37640 0.98073  -0.156
C 0.03847 -6.31237 1.60120  -0.180
C 1.47400 -5.90568 1.26724  -0.140
C 2.10249 -4.79193 2.08522  -0.781
F 3.46579 -4.90345 1.98253  0.009
S 1.82750 -4.86200 3.88409  0.919
O 1.67760 -3.57848 1.49912  0.026
C 2.10193 -2.39680 2.03427  -0.501
O 3.18699 -2.20028 2.45999  0.182
N 1.07568 -1.39747 2.06560  0.009
C 0.59924 -1.15248 3.43556  -0.029
C 0.14403 -1.43816 1.01570  -0.499
C -1.28027 -1.00747 1.27220  0.008
O 0.50729 -1.73621 -0.09219  0.102
H -2.88588 -3.65362 5.74972  0.090
H -3.84710 -5.12616 5.75548  0.097
H -4.21394 -3.84768 4.57677  0.067
H -4.23393 -5.78117 1.57525  0.093
H -4.48674 -4.22553 2.39213  0.089
H -4.67935 -5.75369 3.28124  0.092
H -2.50144 -3.88405 1.31915  0.114
H -1.19273 -3.81003 2.49512  0.106
H -0.55583 -4.72975 0.22690  0.113
H -1.75333 -5.99190 0.44317  0.112
H -0.10572 -7.30325 1.16102  0.112
H -0.12127 -6.43841 2.67626  0.086
H 1.48932 -5.56418 0.22545  0.131
H 2.16609 -6.74905 1.33775  0.128
H 0.50178 -4.67683 3.84246  -0.151
H 1.44185 -1.27897 4.11528  0.100
H -0.20458 -1.83292 3.73587  0.079
H 0.25136 -0.12028 3.52297  0.091
H -1.90060 -1.51831 0.53587  0.087
H -1.36067 0.07120 1.09560  0.087
H -1.65322 -1.21491 2.27436  0.065
C -0.09154 6.20679 -0.18281  -0.106
C -0.34248 4.74994 -0.55671  -0.274
C -0.78702 3.88118 0.61776  -0.228
C 0.23290 3.76968 1.75305  -0.227
C 1.60370 3.24211 1.32960  -0.260
C 1.55491 1.83886 0.73631  -0.097
H 0.71287 6.30408 0.54804  0.066
H 0.19104 6.79193 -1.05897  0.067
H -0.98932 6.65910 0.24458  0.075
H 0.55865 4.32749 -1.01015  0.087
H -1.11545 4.70917 -1.32925  0.104
H -1.02601 2.88132 0.24298  0.093
H -1.72154 4.28150 1.02439  0.109
H -0.17912 3.10813 2.52344  0.104
H 0.35758 4.74426 2.23269  0.101
H 2.25831 3.24091 2.20508  0.106
H 2.06389 3.92553 0.61073  0.099
H 1.12823 1.12724 1.44488  0.049
H 2.55402 1.48366 0.48272  0.081
H 0.95707 1.80629 -0.17683  0.069
C 2.65661 5.79751 -6.15923  -0.113
C 1.84025 4.67349 -6.78871  -0.271
C 0.39007 4.63051 -6.30908  -0.229
C 0.21881 4.39342 -4.80723  -0.232
C 0.86561 3.11332 -4.28121  -0.267
C 0.29461 1.84039 -4.89721  -0.107
H 2.72975 5.68588 -5.07625  0.064
H 3.67289 5.81367 -6.55497  0.068
H 2.20296 6.76967 -6.36524  0.074
H 2.32732 3.71434 -6.59225  0.098
H 1.84186 4.79555 -7.87501  0.103
H -0.14482 3.85563 -6.86491  0.101
H -0.09683 5.57616 -6.56848  0.109
H -0.85205 4.36779 -4.57976  0.108
H 0.62120 5.24709 -4.25415  0.098
H 0.72241 3.07760 -3.19752  0.087
H 1.94690 3.14334 -4.44171  0.101
H -0.78176 1.77359 -4.72258  0.075
H 0.75765 0.95355 -4.46295  0.070
H 0.46212 1.80231 -5.97488  0.065

Record 3
Entry from OMol25: a 2-piece molecular cluster, C24H49N3O6 overall in a non-equilibrium geometry (wB97M-V/def2-TZVPD).

Properties
**Highest occupied orbital energy**: -3.82 eV
**LUMO energy**: -1.70 eV
**F_max**: 3.9 eV Å⁻¹
**E**: -1559.23793 Eh
**2S+1**: 1
**Energy relative to the best compared isomer or geometry (same formula, charge and spin)**: 728.4 kJ/mol

Last column: Löwdin charge in e.
Geometry (Å):
C 2.81264 4.08146 2.86602  -0.068
C 3.79041 2.97156 2.31986  -0.260
O 3.23142 1.65691 2.42709  -0.156
C 3.21207 1.04953 1.12724  -0.194
C 2.56805 -0.38252 1.15450  -0.193
O 2.55128 -1.00369 -0.11643  -0.134
C 1.57385 -0.38073 -0.97427  -0.148
C 0.08343 -0.74097 -0.55697  -0.159
O -0.79250 0.38921 -0.64105  -0.127
C -0.83822 1.05555 0.62117  -0.140
C -1.23279 2.52981 0.38084  -0.102
N -0.21777 3.34858 0.11581  0.157
C -0.80701 4.68408 -0.13422  -0.216
C 0.15990 5.92557 -0.13460  -0.074
C 1.45550 5.45799 -0.92712  -0.252
O 2.17350 6.55406 -1.47231  -0.145
C 3.55631 6.15988 -1.63215  -0.236
C 3.74253 4.77467 -2.35048  -0.091
C -2.25763 4.80656 0.46244  -0.525
N -2.45052 5.23507 1.83473  0.118
O -3.09212 5.55332 -0.39518  0.030
C -2.61812 3.23768 0.39167  0.013
H 2.22611 4.55514 2.03589  0.039
H 2.08507 3.70605 3.61594  0.079
H 3.43023 4.90928 3.29696  0.080
H 4.74341 3.05827 2.89969  0.123
H 4.02507 3.23795 1.25547  0.104
H 4.26989 0.92832 0.78293  0.141
H 2.69599 1.75799 0.43153  0.091
H 3.22916 -1.00649 1.80798  0.143
H 1.57075 -0.38134 1.66843  0.114
H 1.74327 0.71888 -1.06867  0.104
H 1.76430 -0.81783 -1.98475  0.133
H 0.06942 -1.24445 0.44098  0.128
H -0.25570 -1.52593 -1.27936  0.113
H 0.16779 1.06032 1.12206  0.116
H -1.56961 0.55130 1.30185  0.147
H 0.75541 3.07112 0.09208  0.142
H -1.02589 4.60242 -1.24091  0.159
H 0.43112 6.26155 0.89643  0.116
H -0.29940 6.79586 -0.66326  0.135
H 1.06421 4.82772 -1.77110  0.129
H 2.05238 4.85478 -0.19453  0.099
H 4.01919 6.92793 -2.29802  0.124
H 4.07324 6.10642 -0.64307  0.119
H 2.93268 4.61801 -3.11061  0.085
H 3.62812 3.92135 -1.63186  0.060
H 4.70588 4.66373 -2.89081  0.080
H -1.78848 4.77562 2.45287  0.095
H -2.37092 6.24882 1.87417  0.096
H -3.20184 5.00480 -1.18036  0.100
H -3.02097 2.95973 -0.62135  0.149
H -3.30473 2.89508 1.20201  0.141
C -4.23228 -5.29357 -0.63655  -0.039
C -2.93033 -5.05929 0.15285  -0.510
C -2.61198 -6.30638 0.99913  -0.158
C -2.14652 -7.52686 0.20749  -0.185
C -1.44042 -7.16671 -1.10108  -0.152
C -0.83775 -5.74980 -1.13954  -0.527
N -1.90228 -4.78975 -0.86311  -0.182
O -1.47903 -3.49881 -0.89863  -0.220
C -0.33963 -5.52974 -2.57643  -0.051
C 0.37336 -5.67228 -0.19518  -0.030
C -3.19636 -3.92304 1.15080  -0.060
H -4.49899 -4.40809 -1.21703  0.082
H -5.07214 -5.51507 0.03351  0.076
H -4.14043 -6.12839 -1.33409  0.071
H -1.83668 -6.05540 1.72953  0.100
H -3.48623 -6.58542 1.59775  0.113
H -1.47887 -8.12092 0.83907  0.103
H -2.99898 -8.17541 -0.01434  0.102
H -0.66978 -7.91486 -1.31033  0.112
H -2.16332 -7.26369 -1.91774  0.107
H -1.17423 -5.52627 -3.28150  0.082
H 0.34501 -6.32949 -2.87658  0.076
H 0.19621 -4.58451 -2.68128  0.069
H 1.12550 -6.41598 -0.47858  0.079
H 0.11221 -5.86009 0.84847  0.069
H 0.85637 -4.69418 -0.24381  0.070
H -4.00932 -4.19762 1.83009  0.077
H -3.49798 -3.00173 0.65094  0.070
H -2.31451 -3.71262 1.76096  0.075

Record 4
Entry from OMol25: a 7-piece molecular cluster, C24H50BO21 overall in a non-equilibrium geometry (wB97M-V/def2-TZVPD).

Properties
**Highest occupied orbital energy**: -4.20 eV
**LUMO energy**: 1.80 eV
**Net charge**: -1
**F_max**: 3.9 eV Å⁻¹
**E**: -2549.35212 Eh
**2S+1**: 1
**Energy relative to the best compared isomer or geometry (same formula, charge and spin)**: 366.5 kJ/mol

Last column: Löwdin charge in e.
Geometry (Å):
C -4.08081 0.92729 1.18377  -0.137
C -2.68313 0.73807 0.34299  -0.229
C -2.81836 -0.12371 -1.04333  -0.235
O -3.59622 -1.36154 -0.95136  -0.240
C -3.20614 -2.21608 0.17373  -0.121
B -1.64302 -2.72562 0.17140  -0.790
O -1.32492 -4.12306 -0.19500  -0.113
C -0.22757 -4.52458 0.74103  -0.161
C 0.01690 -3.31048 1.85423  -0.161
O -1.29534 -2.62057 1.63167  -0.194
H -5.05806 0.74253 0.56208  0.074
H -4.03859 2.00219 1.68749  0.067
H -4.04369 0.16120 2.09846  0.077
H -1.78990 0.29217 0.98131  0.120
H -2.32019 1.82892 0.02143  0.104
H -1.74135 -0.25195 -1.52827  0.114
H -3.40631 0.57917 -1.80919  0.125
H -3.43645 -1.78643 1.23951  0.105
H -3.87067 -3.20436 0.08182  0.124
H -0.85491 -1.97074 -0.31436  0.095
H 0.79498 -4.67460 0.16233  0.115
H -0.59342 -5.41404 1.42684  0.116
H 0.79658 -2.46049 1.57501  0.116
H -0.06715 -3.59042 3.00018  0.120
C 2.86496 3.50247 -1.58011  -0.054
O 3.27417 2.27525 -2.18055  -0.030
C 2.47465 1.21785 -1.89056  -0.560
O 1.47810 1.24449 -1.18544  0.115
O 2.97598 0.12583 -2.52104  -0.018
C 2.23039 -1.07062 -2.30447  -0.043
H 3.57500 4.27839 -1.87932  0.085
H 1.86984 3.79191 -1.93285  0.100
H 2.88207 3.42261 -0.48836  0.098
H 1.20984 -0.96396 -2.68617  0.101
H 2.22215 -1.33320 -1.24168  0.098
H 2.72065 -1.87852 -2.85451  0.092
C 9.21194 6.41299 -2.01253  -0.051
O 8.62181 5.81698 -3.16605  -0.007
C 7.88157 4.70988 -2.90571  -0.534
O 7.69566 4.21398 -1.80547  0.080
O 7.38404 4.25025 -4.08153  -0.003
C 6.57838 3.07956 -3.96017  -0.032
H 9.77996 7.28892 -2.33784  0.093
H 8.43941 6.74460 -1.31133  0.099
H 9.90260 5.71522 -1.52809  0.099
H 5.70055 3.27795 -3.33675  0.087
H 7.16382 2.24862 -3.55355  0.104
H 6.23434 2.80099 -4.95998  0.099
C 7.93571 2.37239 0.02364  -0.076
O 8.13489 1.49682 1.13170  -0.007
C 8.24694 0.18699 0.79526  -0.559
O 8.19157 -0.27016 -0.33565  0.105
O 8.43129 -0.52596 1.93503  -0.014
C 8.56637 -1.93135 1.73266  -0.056
H 7.85986 3.39301 0.40875  0.090
H 8.78706 2.32592 -0.66302  0.095
H 7.00333 2.13055 -0.49670  0.098
H 9.44297 -2.14985 1.11425  0.096
H 7.65919 -2.34514 1.28062  0.100
H 8.70889 -2.40126 2.70962  0.092
C -3.18804 7.18385 1.80478  -0.057
O -2.90692 5.89177 2.33917  -0.010
C -1.58437 5.60787 2.44723  -0.560
O -0.66434 6.34691 2.13356  0.100
O -1.46289 4.35936 2.96473  -0.009
C -0.11560 3.92360 3.13574  -0.047
H -4.27419 7.30339 1.76320  0.093
H -2.78010 7.96659 2.45237  0.095
H -2.79241 7.27552 0.78810  0.098
H 0.41518 4.57607 3.83655  0.095
H 0.40279 3.88500 2.17224  0.097
H -0.13764 2.91402 3.55507  0.099
C -5.20568 -9.00827 3.65109  -0.063
O -4.16908 -8.91288 2.67619  -0.018
C -4.26175 -7.82753 1.86698  -0.561
O -5.12935 -6.96961 1.91453  0.108
O -3.22192 -7.86212 0.99583  -0.015
C -3.19058 -6.77252 0.07599  -0.046
H -5.03215 -9.91211 4.24159  0.088
H -5.18170 -8.14643 4.32571  0.097
H -6.18383 -9.09568 3.16718  0.095
H -3.08606 -5.82125 0.60774  0.089
H -4.08820 -6.77061 -0.55076  0.098
H -2.31920 -6.90205 -0.57170  0.097
C -6.79449 -2.10599 -0.59436  -0.044
O -8.13398 -1.64340 -0.43356  -0.013
C -8.55334 -0.79741 -1.40816  -0.562
O -7.89439 -0.42391 -2.36591  0.108
O -9.83278 -0.43909 -1.13251  -0.018
C -10.40881 0.45632 -2.08159  -0.063
H -6.56541 -2.77468 0.23998  0.096
H -6.69027 -2.67045 -1.52655  0.104
H -6.09075 -1.26780 -0.56704  0.079
H -10.44903 -0.00574 -3.07329  0.095
H -9.84948 1.39689 -2.11368  0.096
H -11.43145 0.67508 -1.76233  0.088